Formula: C11H30BrCsIMgN3NbO4
Source: the OMol25 dataset
Level of theory: wB97M-V/def2-TZVPD

The total charge is +1. As for the frontier orbital gap: 3.1 eV. The LUMO energy comes out at -0.2132 hartree. For the HOMO energy, the calculation gives -8.9 eV.

Last column: Mulliken charge in e.
CARTESIAN COORDINATES (ANGSTROEM)
C (-0.3024, 0.1167, 0.7945)  -0.56
C (-1.2826, 0.4323, -0.3346)  -0.56
I (-2.6010, -1.2630, -0.5470)  0.28
C (-0.6187, 0.7244, -1.7511)  -0.54
Nb (1.0577, -0.7562, -2.3485)  -0.76
H (-0.8647, 0.0871, 1.7161)  -0.07
H (0.4897, 0.8706, 0.9386)  0.23
H (0.1942, -0.8285, 0.6674)  0.30
H (-1.8896, 1.2805, -0.0219)  0.47
H (-1.3967, 0.6141, -2.4835)  0.66
H (-0.2952, 1.7850, -1.8991)  0.00
H (1.8971, 0.5625, -3.3258)  -0.01
H (0.0235, -1.3163, -3.7518)  0.02
H (0.3975, -2.0440, -1.2076)  0.04
H (2.0350, -0.1386, -0.8816)  0.10
H (2.3377, -1.9422, -2.8675)  0.29
C (-3.3013, 4.3280, -0.3673)  -0.46
N (-2.2486, 4.7954, -1.3128)  0.88
O (-1.8949, 4.0189, -2.1903)  -0.47
O (-1.8147, 5.9159, -1.1587)  -0.54
H (-3.5873, 3.3150, -0.6379)  -0.02
H (-2.8799, 4.3684, 0.6336)  0.26
H (-4.1426, 5.0083, -0.4553)  0.34
Mg (0.4005, 2.4239, -0.6702)  0.60
C (4.3986, -4.2804, -2.6331)  -1.36
C (4.6832, -3.2592, -1.5600)  0.80
O (3.7886, -2.7372, -0.9122)  -0.62
N (5.9838, -2.9302, -1.3390)  -0.15
C (7.1675, -3.4388, -2.0088)  -0.85
H (3.3258, -4.4320, -2.6922)  0.25
H (4.7551, -3.9274, -3.6013)  0.38
H (4.8766, -5.2313, -2.3939)  0.47
H (6.1070, -2.2426, -0.6133)  0.21
H (7.8287, -3.9104, -1.2800)  0.29
H (7.7036, -2.6156, -2.4833)  0.29
H (6.9041, -4.1680, -2.7664)  0.32
O (4.4538, 1.6415, -0.0253)  -0.58
H (4.3079, 0.6974, 0.1133)  0.33
H (3.5877, 2.0347, 0.1155)  0.24
C (-2.9278, 0.1614, 3.9011)  -1.13
C (-4.2540, 0.6305, 4.4968)  -1.32
C (-5.4080, 0.5965, 3.4865)  -0.20
C (-5.1083, 1.4864, 2.3700)  -0.18
N (-4.8448, 2.2139, 1.5330)  -0.24
H (-2.6057, 0.8103, 3.0907)  0.12
H (-2.1452, 0.1727, 4.6624)  0.40
H (-3.0040, -0.8572, 3.5078)  0.55
H (-4.1315, 1.6431, 4.8824)  0.34
H (-4.5050, -0.0094, 5.3379)  0.87
H (-6.3351, 0.9228, 3.9620)  0.36
H (-5.5632, -0.4185, 3.1047)  0.36
Br (-3.9485, 0.9605, -1.8488)  -0.51
Cs (-4.7216, -1.8006, 4.9571)  1.05

Cartesian forces (eV/Å) of the 6 atoms listed first:
-0.788 -0.139 0.098
1.080 0.458 -0.571
0.933 0.123 0.611
0.074 -0.472 1.239
0.483 -1.964 -1.728
-0.103 0.049 0.461